[1]
C53H51BrClO4P2Pr as an isolated structure in a non-equilibrium geometry. Source: the OMol25 dataset; level of theory: ωB97M-V with the def2-TZVPD basis set.

Atoms and positions in Å:
Pr  -17.084  -13.942  4.216
C  -17.144  -19.208  0.766
C  -17.878  -17.946  2.830
C  -19.325  -18.121  2.436
C  -20.362  -18.434  3.293
C  -21.638  -19.121  2.776
C  -20.228  -18.118  4.754
C  -18.774  -17.828  5.162
C  -18.302  -17.736  6.622
C  -17.779  -17.683  4.269
H  -18.103  -19.244  0.324
H  -16.482  -19.971  0.333
H  -16.669  -18.300  0.365
H  -19.519  -18.121  1.345
H  -22.341  -19.165  3.616
H  -21.465  -20.156  2.425
H  -22.108  -18.553  1.931
H  -20.559  -18.953  5.334
H  -17.778  -18.655  6.940
H  -19.143  -17.624  7.336
H  -17.590  -16.922  6.732
H  -16.781  -17.397  4.657
C  -16.901  -13.491  -0.828
C  -16.192  -14.677  -0.150
P  -15.806  -14.612  1.679
C  -14.050  -14.239  1.638
C  -13.519  -13.121  2.310
C  -12.124  -12.950  2.352
C  -11.275  -13.824  1.705
C  -11.793  -14.914  1.009
C  -13.156  -15.139  1.013
C  -15.945  -16.323  2.234
C  -14.901  -16.968  2.898
C  -14.809  -18.398  3.088
C  -15.735  -19.345  2.746
C  -17.151  -19.186  2.281
C  -17.292  -16.683  2.126
C  -18.391  -13.364  -0.560
P  -19.342  -14.942  -0.869
C  -19.271  -15.032  -2.676
C  -18.871  -13.921  -3.456
C  -18.826  -13.992  -4.851
C  -19.313  -15.154  -5.473
C  -19.658  -16.257  -4.708
C  -19.549  -16.221  -3.302
C  -21.044  -14.359  -0.565
C  -21.752  -14.872  0.517
C  -23.016  -14.389  0.834
C  -23.588  -13.378  0.037
C  -22.891  -12.899  -1.077
C  -21.602  -13.326  -1.333
H  -16.685  -13.494  -1.924
H  -16.506  -12.507  -0.586
H  -15.195  -14.848  -0.624
H  -16.786  -15.583  -0.401
H  -14.232  -12.450  2.818
H  -11.740  -12.109  2.894
H  -10.187  -13.584  1.700
H  -11.206  -15.666  0.503
H  -13.560  -16.053  0.583
H  -14.039  -16.389  3.200
H  -13.897  -18.656  3.661
H  -15.482  -20.362  2.934
H  -17.702  -20.030  2.661
H  -17.942  -16.043  1.519
H  -18.742  -12.513  -1.134
H  -18.516  -13.076  0.475
H  -18.592  -12.973  -3.007
H  -18.448  -13.161  -5.474
H  -19.474  -15.175  -6.548
H  -20.125  -17.121  -5.148
H  -19.854  -17.050  -2.655
H  -21.416  -15.730  1.069
H  -23.542  -14.842  1.631
H  -24.570  -12.961  0.331
H  -23.307  -12.116  -1.727
H  -21.101  -12.893  -2.203
Br  -19.850  -12.782  5.036
C  -19.650  -11.460  3.606
C  -20.755  -11.007  2.963
C  -20.695  -10.024  1.937
C  -19.496  -9.374  1.665
C  -18.332  -9.807  2.350
C  -17.090  -9.154  2.168
C  -15.967  -9.519  2.881
C  -16.017  -10.703  3.604
C  -17.159  -11.430  3.762
C  -18.360  -10.910  3.248
H  -21.696  -11.444  3.174
H  -21.579  -9.792  1.355
H  -19.430  -8.442  1.040
H  -17.106  -8.233  1.547
H  -15.041  -8.936  2.822
H  -15.068  -11.050  3.966
O  -14.500  -12.880  5.851
Cl  -15.122  -13.949  6.591
O  -14.691  -14.397  7.845
O  -16.561  -13.521  6.845
O  -15.150  -15.170  5.679
C  -21.142  -16.922  5.076
C  -21.562  -16.810  6.551
C  -22.328  -17.801  7.156
C  -22.751  -17.692  8.477
C  -22.388  -16.573  9.253
C  -21.618  -15.585  8.649
C  -21.150  -15.709  7.321
H  -22.041  -17.101  4.469
H  -20.711  -15.972  4.711
H  -22.653  -18.682  6.645
H  -23.505  -18.335  8.853
H  -22.580  -16.435  10.309
H  -21.278  -14.707  9.218
H  -20.560  -14.873  6.911

## Properties
E, Ha: -6584.6831
LUMO level (alpha / beta), hartree: -0.0235 / -0.0115
Spin multiplicity: 3
HOMO-LUMO gap (alpha / beta), eV: 5.06 / 5.44
Net charge: 0
ΔE to the lowest compared entry with this formula, charge and spin, kJ/mol: 284.97

Results of the Mulliken charge analysis, in e, for atoms 1 through 99: 0.83, -1.30, 3.80, -1.99, -0.95, -1.78, 1.50, -0.24, -1.55, -1.63, 0.45, 0.42, 0.12, 0.29, 0.38, 0.35, 0.30, 0.91, 0.36, 0.28, 0.24, 0.37, -1.21, -0.79, 1.90, 0.34, -0.33, -0.62, -0.56, -0.74, -0.28, 0.58, -0.71, -0.72, -1.25, 0.19, -1.17, -1.16, 0.75, 0.60, -0.31, -0.88, -0.45, -0.60, -0.63, 0.49, -0.27, -0.76, -0.51, -0.74, -0.45, 0.42, 0.40, 0.74, 0.23, 0.05, 0.47, 0.32, 0.42, 0.33, 0.47, 0.31, 0.42, 0.68, -0.60, 0.78, 0.37, 0.30, 0.37, 0.37, 0.39, 0.34, 0.62, 0.56, 0.35, 0.37, 0.32, -0.18, 0.44, -0.46, -0.84, -0.84, 0.82, -0.75, -1.22, -0.14, 0.28, 0.77, 0.48, 0.41, 0.32, 0.31, 0.38, 0.54, -0.51, 1.69, -0.62, -0.69, -0.59

***

[2]
C53H51BrCsN7O5S as an isolated structure in a non-equilibrium geometry. Source: the OMol25 dataset; level of theory: ωB97M-V with the def2-TZVPD basis set.

Atoms and positions in Å:
Cs  -0.741  0.033  -0.406
O  5.307  -0.603  2.860
C  4.525  -0.447  3.973
C  5.082  -0.780  5.202
C  4.323  -0.657  6.359
C  3.009  -0.217  6.281
C  2.473  0.120  5.044
C  3.216  0.026  3.878
C  2.577  0.513  2.555
O  1.301  0.759  2.619
N  2.906  -0.605  1.516
N  3.230  -0.419  0.252
C  3.785  0.673  -0.167
C  4.197  0.800  -1.545
Br  3.905  -0.741  -2.636
C  4.806  1.835  -2.148
C  5.139  3.160  -1.607
C  4.421  3.835  -0.615
C  4.819  5.090  -0.176
C  5.933  5.714  -0.717
C  6.640  5.072  -1.726
C  6.242  3.821  -2.165
H  4.700  -0.691  2.104
H  6.102  -1.144  5.229
H  4.760  -0.917  7.317
H  2.406  -0.132  7.178
H  1.460  0.488  4.929
H  3.215  1.356  2.210
H  2.297  -1.418  1.638
H  3.997  1.503  0.489
H  5.134  1.682  -3.169
H  3.517  3.413  -0.203
H  4.237  5.583  0.593
H  6.238  6.692  -0.367
H  7.504  5.548  -2.174
H  6.799  3.328  -2.953
C  -4.214  2.974  3.841
C  -3.201  1.853  4.070
C  -3.710  0.485  3.694
C  -4.353  -0.312  4.639
C  -4.778  -1.593  4.326
C  -4.517  -2.106  3.061
C  -3.866  -1.351  2.095
C  -3.564  -1.939  0.743
C  -4.621  -1.592  -0.308
C  -3.513  -0.023  2.400
N  -2.836  0.747  1.452
C  -3.444  1.636  0.755
C  -2.833  2.551  -0.166
C  -3.547  3.504  -0.920
C  -2.588  4.234  -1.619
C  -1.351  3.674  -1.248
N  -1.481  2.673  -0.372
H  -3.815  3.932  4.180
H  -5.144  2.779  4.381
H  -4.457  3.074  2.782
H  -2.920  1.835  5.127
H  -2.291  2.061  3.502
H  -4.507  0.088  5.637
H  -5.290  -2.197  5.068
H  -4.791  -3.128  2.823
H  -3.484  -3.026  0.834
H  -2.598  -1.602  0.361
H  -5.602  -1.977  -0.015
H  -4.342  -1.996  -1.282
H  -4.710  -0.509  -0.418
H  -4.536  1.744  0.833
H  -4.622  3.629  -0.934
H  -2.750  5.042  -2.318
H  -0.367  3.982  -1.583
O  -0.042  -0.008  -3.012
C  -1.077  -0.413  -3.915
C  -2.108  -1.296  -3.114
O  -3.190  -1.489  -3.682
O  -1.694  -1.742  -2.019
C  -0.520  -1.339  -4.992
C  0.752  -1.880  -4.885
C  1.239  -2.745  -5.860
C  0.452  -3.082  -6.948
C  -0.833  -2.556  -7.052
C  -1.316  -1.694  -6.083
C  -1.696  0.841  -4.518
C  -1.069  1.466  -5.595
C  -1.552  2.661  -6.106
C  -2.676  3.249  -5.544
C  -3.296  2.642  -4.462
C  -2.809  1.448  -3.950
H  0.608  0.518  -3.496
H  1.358  -1.636  -4.023
H  2.233  -3.162  -5.753
H  0.829  -3.757  -7.708
H  -1.462  -2.827  -7.892
H  -2.322  -1.301  -6.142
H  -0.198  1.004  -6.048
H  -1.049  3.132  -6.943
H  -3.059  4.184  -5.936
H  -4.149  3.107  -3.987
H  -3.300  0.992  -3.102
N  -2.469  -4.281  4.606
C  -1.345  -3.759  3.985
C  -0.387  -4.595  3.409
C  0.687  -4.021  2.754
N  0.883  -2.711  2.643
C  -0.035  -1.913  3.201
C  -1.153  -2.384  3.870
H  -2.378  -5.192  5.020
H  -3.033  -3.627  5.122
H  -0.491  -5.673  3.450
H  1.429  -4.659  2.281
H  0.164  -0.844  3.100
H  -1.873  -1.685  4.279
S  1.710  -4.586  -2.541
C  3.047  -4.455  -1.477
C  2.759  -3.559  -0.499
N  1.510  -2.995  -0.557
C  0.852  -3.441  -1.582
H  3.966  -4.998  -1.622
H  3.432  -3.258  0.290
H  -0.146  -3.101  -1.843

## Properties
E, Ha: -5802.1490
LUMO level, hartree: 0.1368
HOMO-LUMO gap, eV: 6.24
Net charge: -2
ΔE to the lowest compared entry with this formula, charge and spin, kJ/mol: 137.56

Results of the Mulliken charge analysis, in e, for atoms 1 through 99: 2.01, -0.75, 0.79, -0.72, -0.24, -0.97, -0.55, 0.15, -0.04, -0.95, 0.70, -0.18, -0.53, 0.36, -0.11, -1.13, 0.76, -0.31, -0.73, -0.38, -0.50, -0.56, 0.40, 0.41, 0.34, 0.37, 0.48, 0.28, -0.04, 0.41, 0.32, 0.67, 0.39, 0.36, 0.35, 0.34, -1.16, -1.13, 1.15, -0.53, -1.25, -0.25, 0.88, 0.21, -1.05, -0.75, 0.62, -0.22, -0.03, -1.17, -0.80, -0.72, -0.39, 0.37, 0.32, 0.25, 0.59, 0.18, 0.39, 0.44, 0.28, 0.73, -1.33, 0.35, 0.29, 0.11, 0.44, 0.46, 0.43, 0.50, -0.21, 2.56, -0.54, -0.80, -0.80, -0.41, -0.21, -0.79, -0.42, -0.74, -0.33, -0.49, -0.15, -0.75, -0.58, -0.66, -0.36, 0.30, 0.41, 0.44, 0.36, 0.38, 0.46, 0.41, 0.38, 0.37, 0.42, 0.40, -0.43

***

> What is the net charge in the first record?

0

***

> Number 1 is which compound?

C53H51BrClO4P2Pr

***

> Number 1 is which compound?

C53H51BrClO4P2Pr